24
Properties=species:S:1:pos:R:3 method="wB97M-V/def2-TZVPD" homo_lumo_gap_ev=9.249 smiles=Cc1ccc(O)cc1.CC relative_energy_ev=0.829 total_charge=0
C -2.04716 -2.81799 0.25272
C -1.83942 -1.32862 0.12457
C -0.73143 -0.71460 0.72920
C -0.56036 0.65598 0.63089
C -1.45657 1.47916 -0.08473
O -1.30959 2.83821 -0.04604
C -2.56834 0.89623 -0.62738
C -2.78126 -0.48019 -0.43136
H -3.03131 -3.11644 0.58466
H -1.47430 -3.33507 1.02773
H -1.88126 -3.23826 -0.73427
H 0.11222 -1.21910 1.15766
H 0.35871 1.13018 0.95263
H -0.41561 3.06948 0.19483
H -3.42159 1.38284 -1.07594
H -3.54683 -0.97516 -1.02442
C 2.65491 0.38500 -0.33782
C 3.97861 1.03998 0.02938
H 2.17715 0.95068 -1.14691
H 2.78805 -0.59698 -0.81037
H 1.96955 0.29580 0.48314
H 3.96836 2.10747 -0.25216
H 4.29293 0.88910 1.05069
H 4.76454 0.70229 -0.64671